1 | Entry from the Open Molecules 2025 dataset: a 2-piece molecular cluster, C6H11O overall (the ωB97M-V functional and the def2-TZVPD basis).

Computed properties:
charge: -1
HOMO: -2.233 eV
Kohn-Sham gap: 5.51 eV

Atoms and positions in Å:
C1 3.06903 -0.06204 0.12810
O1 4.01716 0.88431 0.14158
C2 1.62192 0.46337 0.15005
C3 0.55317 -0.61931 0.07864
C4 -0.82862 0.02097 0.16217
C5 -1.95588 -0.65980 -0.29041
C6 -3.36969 -0.07365 -0.11263
H1 3.23473 -0.78352 0.97598
H2 3.04101 -0.73633 -0.78843
H3 1.45953 1.18176 0.96201
H4 1.61044 1.04786 -0.77995
H5 0.47629 -0.95522 -0.96281
H6 0.60529 -1.47308 0.74927
H7 -0.78504 0.97524 0.72200
H8 -1.50064 0.55696 -1.02364
H9 -4.13780 -0.83448 -0.25027
H10 -3.60653 0.76050 -0.77321
H11 -3.50438 0.30646 0.91154

***

2 | Entry from the Open Molecules 2025 dataset: an isolated ion of composition C6H11O and charge -1 (the ωB97M-V functional and the def2-TZVPD basis).

Computed properties:
charge: -1
HOMO: -2.166 eV
SMILES: C=CCCCC[O-]
Kohn-Sham gap: 5.80 eV

Atoms and positions in Å:
C1 -3.18487 0.32736 0.24096
C2 -2.36476 0.41060 -0.81048
C3 -1.21732 -0.49173 -1.09016
C4 0.14276 0.20450 -0.76972
C5 0.99293 -0.56723 0.23044
C6 2.13787 0.19291 1.09137
O1 3.37359 -0.15159 0.79856
H1 -2.87651 -0.20381 1.13352
H2 -4.09061 0.91982 0.30181
H3 -2.13296 1.38593 -1.24919
H4 -1.14874 -0.78950 -2.13329
H5 -1.27168 -1.42400 -0.52358
H6 -0.06749 1.19771 -0.36399
H7 0.79510 0.36592 -1.63728
H8 1.34363 -1.58662 0.06597
H9 0.26475 -0.79638 1.03652
H10 1.85661 1.27936 1.04256
H11 1.76982 -0.06366 2.13761

***

3 | Entry from the Open Molecules 2025 dataset: a 2-piece molecular cluster, C6H11O overall (the ωB97M-V functional and the def2-TZVPD basis).

Computed properties:
charge: -1
HOMO: -2.344 eV
Kohn-Sham gap: 3.90 eV

Atoms and positions in Å:
C1 1.64338 1.64152 -1.85781
O1 1.72360 2.95334 -2.12180
C2 0.64833 1.26251 -0.72539
C3 0.62696 -0.22391 -0.36817
C4 -0.60848 -0.53041 0.51985
C5 -0.43534 -1.30334 1.59717
C6 -1.62045 -1.85318 2.34087
H1 2.63809 1.30215 -1.44876
H2 1.35540 1.04355 -2.75876
H3 0.86028 1.84716 0.17862
H4 -0.35365 1.55095 -1.08171
H5 0.59846 -0.86593 -1.24454
H6 1.48371 -0.50035 0.25785
H7 -1.20049 -0.46707 -1.13227
H8 -1.54999 0.01915 0.26316
H9 -2.09624 -2.64871 1.76753
H10 -2.28883 -0.99914 2.46923
H11 -1.42472 -2.22828 3.34493

***

Most stable structure among those shown: 2. Next: +0.0950 hartree.